No. 1
This record from OMol25 describes a structure of composition C31H27N9O4PtS. The level of theory is ωB97M-V with the def2-TZVPD basis set.

Structure (XYZ):
```
73
Properties=species:S:1:pos:R:3:mulliken_charge:R:1
Pt -0.324 0.662 -1.004 1.593
C 3.615 -1.579 -1.209 -0.705
C 2.517 -0.849 -1.643 -0.372
N 1.920 0.020 -0.842 -0.375
C 2.395 0.190 0.404 -0.258
C 3.457 -0.611 0.836 -0.306
N 4.056 -1.472 0.038 -0.491
C 1.765 1.239 1.210 0.363
C 2.303 1.741 2.380 -0.293
C 1.710 2.830 3.026 1.295
C 0.608 3.396 2.381 -0.483
C 0.114 2.844 1.213 0.273
N 0.662 1.756 0.671 -0.174
C -0.969 3.428 0.415 -0.012
C -1.813 4.455 0.850 -0.204
N -2.746 4.968 0.075 -0.590
C -2.857 4.502 -1.164 -0.425
C -2.049 3.465 -1.607 -0.280
N -1.138 2.925 -0.816 -0.082
C 2.247 3.376 4.288 0.856
C 1.678 4.492 4.905 -0.503
C 2.224 4.980 6.082 -0.457
N 3.276 4.426 6.664 -0.581
C 3.824 3.358 6.106 -0.454
C 3.345 2.801 4.930 -0.508
H 4.137 -2.264 -1.864 0.423
H 2.123 -0.954 -2.647 0.706
H 3.813 -0.574 1.859 0.427
H 3.214 1.307 2.761 0.353
H 0.149 4.295 2.762 0.326
H -1.748 4.853 1.856 0.395
H -3.612 4.948 -1.797 0.417
H -2.127 3.071 -2.611 0.458
H 0.811 4.991 4.496 0.311
H 1.805 5.850 6.575 0.387
H 4.680 2.936 6.618 0.384
H 3.838 1.920 4.544 0.322
O -0.733 1.090 -3.172 -0.845
N -1.645 0.304 -3.718 0.631
C -1.494 -0.086 -4.998 -0.224
C -2.454 -0.834 -5.628 -0.796
C -3.599 -1.203 -4.930 -0.412
C -3.721 -0.827 -3.608 -0.691
C -2.718 -0.079 -2.995 0.703
S -2.815 0.377 -1.329 -0.225
H -0.578 0.240 -5.463 0.441
H -2.294 -1.133 -6.653 0.450
H -4.379 -1.782 -5.404 0.431
H -4.578 -1.109 -3.013 0.459
C -3.081 -3.531 -1.193 -0.881
C -2.247 -3.894 0.031 -1.409
C -0.739 -3.525 -0.059 2.378
C -0.066 -3.879 1.277 -1.510
C 1.403 -3.472 1.335 -0.896
C -0.145 -4.390 -1.160 -0.074
O 0.051 -5.572 -1.029 -0.612
N 0.131 -3.748 -2.350 0.146
C -0.007 -2.392 -2.633 -0.826
O 0.251 -1.982 -3.747 -0.676
N -0.354 -1.579 -1.587 1.084
C -0.588 -2.044 -0.345 -0.369
O -0.689 -1.210 0.561 -0.778
H -4.088 -3.934 -1.083 0.554
H -2.658 -3.938 -2.113 0.277
H -3.160 -2.451 -1.291 -0.108
H -2.289 -4.971 0.198 0.455
H -2.656 -3.395 0.912 0.489
H -0.151 -4.958 1.406 0.521
H -0.616 -3.385 2.077 0.494
H 1.968 -3.897 0.501 0.283
H 1.855 -3.830 2.259 0.556
H 1.502 -2.386 1.311 -0.059
H 0.475 -4.319 -3.110 0.302
```

The value obtained for the highest occupied orbital energy (alpha / beta) is -11.33 / -11.41 eV. The charge is +1. The energy above the lowest of the compared OMol25 structures with the same formula, charge and spin is 170.3 kJ/mol. As for the spin multiplicity: 2. As for the calculated total energy: -68261.389 eV. As for the expectation value of S²: 0.774.



No. 2
This record from OMol25 describes a structure of composition C31H28As2F6INPdSb2Se4. The level of theory is ωB97M-V with the def2-TZVPD basis set.

Structure (XYZ):
```
76
Properties=species:S:1:pos:R:3:mulliken_charge:R:1
Pd 0.522 -1.140 -0.022 1.433
C -0.110 2.249 0.661 -2.012
C 0.626 1.676 1.858 -0.440
As 0.010 -0.188 2.155 1.192
C -1.783 0.041 2.760 0.256
C -1.940 0.135 4.143 -0.890
C -3.215 0.319 4.656 -0.892
C -4.313 0.349 3.808 -0.636
C -4.143 0.281 2.430 -1.114
C -2.872 0.110 1.903 0.400
C 1.157 -0.927 3.512 0.506
C 0.771 -2.062 4.218 -0.088
C 1.679 -2.655 5.087 -0.816
C 2.955 -2.134 5.233 -0.639
C 3.343 -1.006 4.516 -0.880
C 2.444 -0.404 3.651 -0.523
As 0.072 1.219 -1.015 1.691
C 1.766 1.820 -1.779 0.437
C 2.145 1.244 -2.997 -0.407
C 3.394 1.504 -3.534 -0.665
C 4.275 2.336 -2.845 -1.162
C 3.916 2.871 -1.610 -0.826
C 2.659 2.618 -1.073 -0.436
C -1.287 1.978 -2.121 0.448
C -2.592 1.978 -1.628 -0.299
C -3.586 2.645 -2.325 -0.828
C -3.279 3.283 -3.522 -0.628
C -1.986 3.243 -4.029 -0.830
C -0.981 2.584 -3.339 -0.270
H 0.229 3.260 0.425 0.810
H -1.181 2.299 0.869 0.652
H 0.405 2.248 2.759 0.711
H 1.706 1.674 1.700 0.128
H -1.085 0.081 4.805 0.505
H -3.346 0.434 5.723 0.466
H -5.313 0.387 4.218 0.457
H -4.993 0.327 1.764 0.488
H -2.769 -0.003 0.831 0.418
H -0.220 -2.483 4.101 0.488
H 1.381 -3.539 5.634 0.461
H 3.659 -2.611 5.902 0.447
H 4.334 -0.586 4.634 0.533
H 2.738 0.474 3.085 0.505
H 1.447 0.598 -3.521 0.470
H 3.687 1.070 -4.480 0.516
H 5.235 2.588 -3.280 0.727
H 4.620 3.477 -1.054 0.561
H 2.402 3.059 -0.118 0.388
H -2.847 1.470 -0.705 0.356
H -4.594 2.659 -1.935 0.472
H -4.052 3.813 -4.061 0.446
H -1.745 3.728 -4.966 0.464
H 0.023 2.580 -3.736 0.478
I 1.429 -2.311 -1.945 -0.005
C -0.163 -2.188 -3.293 0.415
C -0.501 -3.305 -4.021 -0.788
C -1.694 -3.185 -4.731 -0.337
C -2.418 -2.008 -4.670 -0.938
C -1.933 -0.943 -3.922 0.090
N -0.802 -1.045 -3.218 0.208
H 0.088 -4.210 -4.023 0.465
H -2.041 -4.024 -5.320 0.449
H -3.360 -1.912 -5.193 0.476
H -2.445 0.009 -3.859 0.245
F 0.244 -3.236 1.137 -0.824
Sb -1.694 -3.616 0.657 2.258
F -1.925 -2.760 2.324 -0.509
F -1.533 -1.757 -0.167 -0.557
F -3.431 -3.434 0.044 -0.484
F -0.964 -4.069 -1.045 -0.555
F -1.355 -5.316 1.278 -0.465
Se 6.135 0.650 -1.240 0.027
Sb 4.809 -0.477 0.523 0.944
Se 6.136 -2.354 1.416 -0.019
Se 5.492 1.469 1.835 -0.110
Se 2.559 -0.954 0.090 -0.013
```

The value obtained for the highest occupied orbital energy (alpha / beta) is -16.42 / -16.60 eV. The charge is +3. As for the spin multiplicity: 6. As for the calculated total energy: -458084.999 eV. As for the expectation value of S²: 8.803.



No. 3
This record from OMol25 describes a structure of composition C31H28AsBCoF10O4. The level of theory is ωB97M-V with the def2-TZVPD basis set.

Structure (XYZ):
```
76
Properties=species:S:1:pos:R:3:mulliken_charge:R:1
Co 1.976 0.738 1.292 1.293
C -3.537 -1.441 0.350 -1.432
C -2.484 -0.924 -0.594 1.075
C -2.794 -1.148 -2.055 -1.684
O -1.233 -1.549 -0.248 -0.386
C -0.273 -0.555 -0.257 -0.421
C -1.014 0.701 0.147 -0.663
O -2.284 0.484 -0.383 -0.352
C -0.577 2.160 -1.687 -0.337
O -0.373 1.852 -0.353 0.437
C 0.553 2.078 -2.545 1.015
C 0.502 2.452 -3.907 -0.826
C 1.610 2.318 -4.721 -0.826
C 2.815 1.834 -4.221 -0.576
C 2.908 1.514 -2.870 -1.053
C 1.802 1.643 -2.057 0.123
C -1.885 2.750 -1.985 0.419
C -2.608 2.447 -3.140 -0.166
C -3.853 3.015 -3.363 -1.054
C -4.398 3.894 -2.438 -0.457
C -3.691 4.195 -1.280 -0.906
C -2.448 3.628 -1.053 -0.175
C 0.566 -1.963 1.528 -1.522
O 0.787 -0.875 0.661 2.178
C 1.283 -3.145 1.201 1.789
C 1.467 -4.174 2.149 -0.448
C 2.186 -5.308 1.829 -0.880
C 2.749 -5.454 0.565 -0.498
C 2.594 -4.441 -0.376 -1.119
C 1.880 -3.301 -0.068 -0.410
C -0.327 -1.722 2.641 1.013
C -1.219 -2.720 3.054 -0.231
C -2.103 -2.495 4.096 -0.930
C -2.132 -1.265 4.740 -0.560
C -1.263 -0.260 4.333 -1.114
C -0.374 -0.488 3.297 -0.229
H -3.636 -2.520 0.235 0.337
H -4.492 -0.966 0.130 0.407
H -3.250 -1.218 1.379 0.238
H -2.917 -2.213 -2.252 0.426
H -1.983 -0.758 -2.673 0.284
H -3.713 -0.622 -2.315 0.373
H 0.198 -0.423 -1.238 0.795
H -1.048 0.825 1.235 0.259
H -0.406 2.876 -4.312 0.675
H 1.538 2.611 -5.762 0.423
H 3.677 1.732 -4.868 0.420
H 3.849 1.187 -2.446 0.482
H 1.910 1.468 -0.998 0.274
H -2.216 1.724 -3.846 0.570
H -4.406 2.758 -4.258 0.399
H -5.369 4.338 -2.616 0.410
H -4.109 4.877 -0.551 0.428
H -1.893 3.863 -0.153 0.523
H 1.081 -4.053 3.152 0.460
H 2.328 -6.078 2.576 0.409
H 3.318 -6.342 0.322 0.411
H 3.048 -4.537 -1.355 0.414
H 1.788 -2.515 -0.804 0.304
H -1.235 -3.664 2.525 0.556
H -2.787 -3.280 4.394 0.413
H -2.826 -1.089 5.552 0.410
H -1.271 0.703 4.828 0.496
H 0.305 0.314 3.024 0.660
F 3.541 -0.236 0.298 -0.655
As 4.526 -0.516 1.800 2.200
F 5.957 -0.200 0.960 -0.461
F 4.210 1.178 2.046 -0.486
F 5.243 -0.695 3.319 -0.459
F 2.876 -0.699 2.530 -0.645
F 4.535 -2.170 1.446 -0.482
F 3.115 4.256 1.040 -0.258
B 1.786 4.215 1.203 0.551
F 1.637 2.448 1.806 -1.170
F 1.028 4.119 0.094 -0.201
F 1.251 4.822 2.269 -0.276
```

The value obtained for the highest occupied orbital energy (alpha / beta) is -7.14 / -9.34 eV. The energy above the lowest of the compared OMol25 structures with the same formula, charge and spin is 7.8 kJ/mol. As for the spin multiplicity: 6. As for the calculated total energy: -167115.600 eV. As for the expectation value of S²: 8.831.



The highest calculated total energy belongs to which entry?
C31H27N9O4PtS